# 1
This record from the OMol25 dataset describes a structure of composition C35H64F9O19S3V2 in a non-equilibrium geometry. The level of theory is the ωB97M-V functional and the def2-TZVPD basis.

Properties
2S+1: 3
Total charge: +1
HOMO level (spin up / spin down) (Ha): -0.4100 / -0.4100
Largest force on an atom (hartree/bohr): 0.103
LUMO (spin up / spin down) (eV): -4.90 / -4.47
Kohn-Sham gap (spin up / spin down) (eV): 6.25 / 6.69

Each line ends with the Mulliken spin population.
Positions of all 132 atoms, in Å:
O  -28.544  -14.521  22.308  -0.348
V  -29.626  -15.061  21.269  1.309
O  -30.734  -11.843  15.863  -0.266
V  -30.880  -11.654  17.423  1.192
C  -26.495  -13.747  17.824  0.003
F  -25.999  -12.721  17.150  0.000
F  -26.935  -14.718  17.011  0.000
F  -25.540  -14.158  18.700  0.000
S  -27.937  -13.064  18.975  0.005
O  -27.382  -11.993  19.817  0.004
O  -29.014  -12.598  18.071  0.024
O  -28.358  -14.274  19.709  0.025
C  -30.892  -16.143  16.946  0.003
F  -29.586  -15.907  16.992  0.001
F  -31.370  -15.817  15.739  0.000
F  -31.130  -17.454  17.224  0.000
S  -31.705  -15.035  18.255  0.001
O  -31.526  -13.687  17.755  0.000
O  -33.084  -15.440  18.409  -0.002
O  -30.928  -15.293  19.491  -0.003
C  -31.314  -10.523  22.098  -0.006
F  -31.958  -9.533  21.528  0.000
F  -30.037  -10.213  22.312  -0.003
F  -31.940  -10.886  23.208  -0.001
S  -31.424  -11.980  20.823  0.007
O  -31.116  -11.372  19.523  -0.025
O  -30.454  -13.057  21.153  -0.005
O  -32.807  -12.486  20.888  0.004
C  -33.207  -14.928  24.037  0.000
C  -33.926  -15.107  22.769  0.000
C  -32.796  -15.757  21.890  0.013
O  -31.615  -15.074  22.347  0.025
C  -31.817  -14.512  23.625  0.003
H  -33.105  -15.861  24.591  0.000
H  -33.740  -14.225  24.677  -0.001
H  -34.165  -14.129  22.349  0.000
H  -34.786  -15.774  22.836  0.000
H  -33.014  -15.512  20.850  -0.002
H  -32.624  -16.827  22.006  -0.005
H  -31.775  -13.463  23.332  0.002
H  -31.120  -14.718  24.438  -0.005
C  -33.479  -10.941  27.875  0.000
C  -34.351  -9.972  27.179  0.000
C  -34.226  -10.363  25.746  0.000
O  -33.847  -11.777  25.841  0.000
C  -33.724  -12.256  27.175  0.000
H  -33.618  -10.985  28.955  0.000
H  -32.446  -10.613  27.756  0.000
H  -34.046  -8.944  27.375  0.000
H  -35.380  -9.978  27.539  0.000
H  -33.547  -9.740  25.164  0.000
H  -35.206  -10.350  25.269  0.000
H  -32.866  -12.922  27.270  0.000
H  -34.664  -12.678  27.532  0.000
C  -29.464  -8.229  25.347  0.000
C  -28.749  -6.969  25.838  0.000
C  -29.550  -5.748  25.307  0.000
O  -30.684  -6.328  24.765  0.000
C  -30.472  -7.683  24.370  0.000
H  -29.954  -8.686  26.206  0.000
H  -28.814  -8.900  24.784  0.000
H  -27.717  -6.862  25.505  0.000
H  -28.547  -6.953  26.909  0.000
H  -29.035  -5.242  24.491  0.000
H  -29.729  -5.034  26.111  0.000
H  -30.171  -7.722  23.323  0.000
H  -31.359  -8.309  24.461  0.000
C  -35.248  -11.209  17.572  0.002
C  -35.229  -11.666  16.131  0.000
C  -33.749  -11.948  15.843  0.006
O  -33.091  -11.738  17.073  0.000
C  -34.028  -11.883  18.168  0.001
H  -36.176  -11.556  18.026  0.000
H  -35.203  -10.120  17.592  0.000
H  -35.543  -10.834  15.501  0.000
H  -35.945  -12.472  15.972  0.000
H  -33.262  -11.386  15.045  -0.002
H  -33.551  -13.009  15.691  -0.001
H  -33.707  -11.313  19.039  0.003
H  -34.254  -12.899  18.493  0.001
C  -31.817  -7.203  17.695  0.002
C  -32.058  -7.497  16.242  0.001
C  -31.715  -8.926  15.988  0.008
O  -31.665  -9.468  17.327  0.028
C  -32.144  -8.568  18.322  0.011
H  -32.459  -6.379  18.004  0.000
H  -30.796  -6.976  18.005  0.000
H  -31.544  -6.769  15.615  0.000
H  -33.121  -7.318  16.075  0.001
H  -30.743  -8.913  15.494  -0.003
H  -32.529  -9.380  15.423  -0.002
H  -31.664  -8.729  19.288  -0.004
H  -33.204  -8.693  18.542  0.000
C  -27.946  -12.789  26.442  0.000
C  -28.655  -11.479  26.291  0.000
C  -29.687  -11.723  25.193  0.000
O  -29.339  -12.954  24.629  0.000
C  -28.772  -13.743  25.621  -0.001
H  -27.825  -13.111  27.477  0.000
H  -26.994  -12.618  25.940  0.000
H  -27.950  -10.704  25.992  0.000
H  -29.146  -11.174  27.216  0.000
H  -29.770  -10.971  24.408  0.000
H  -30.701  -11.743  25.591  0.001
H  -28.174  -14.482  25.088  0.001
H  -29.489  -14.282  26.240  0.000
C  -35.990  -10.648  22.537  0.000
C  -35.200  -9.374  22.415  0.000
C  -35.673  -8.900  21.036  0.000
O  -35.861  -10.137  20.316  0.000
C  -36.127  -11.248  21.140  0.000
H  -36.982  -10.444  22.939  0.000
H  -35.506  -11.368  23.197  0.000
H  -34.129  -9.533  22.545  0.000
H  -35.508  -8.714  23.226  0.000
H  -34.994  -8.186  20.571  0.000
H  -36.615  -8.367  21.168  0.000
H  -35.346  -12.002  21.043  0.000
H  -37.136  -11.635  20.997  0.000
C  -25.530  -8.733  23.789  0.000
C  -26.397  -9.796  23.240  0.000
C  -27.214  -9.033  22.181  0.000
O  -26.326  -7.988  21.790  0.000
C  -25.108  -8.005  22.524  0.000
H  -24.596  -9.086  24.227  0.000
H  -26.045  -8.218  24.601  0.000
H  -27.032  -10.248  24.001  0.000
H  -25.802  -10.628  22.865  0.000
H  -28.140  -8.722  22.665  0.000
H  -27.393  -9.688  21.329  0.000
H  -24.694  -7.023  22.750  0.000
H  -24.297  -8.514  22.003  0.000

# 2
This record from the OMol25 dataset describes a cluster of 5 separate species, C35H65NO6P in total in a non-equilibrium geometry. The level of theory is the ωB97M-V functional and the def2-TZVPD basis.

Properties
2S+1: 1
Total charge: -1
HOMO level (Ha): -0.1318
Largest force on an atom (hartree/bohr): 0.022
LUMO (eV): 2.11
Kohn-Sham gap (eV): 5.70

Each line ends with the Mulliken charge.
Positions of all 108 atoms, in Å:
C  0.238  -5.295  3.071  -0.072
C  -0.522  -5.236  2.149  -0.173
C  -1.502  -5.137  1.112  -1.360
P  -1.926  -3.263  0.651  0.329
C  -0.535  -3.190  -0.708  -1.460
C  0.448  -2.035  -0.553  -0.077
C  1.754  -2.265  -1.361  -1.105
C  2.925  -2.553  -0.421  -0.165
C  3.335  -1.286  0.355  -0.579
C  4.595  -0.643  -0.208  -0.483
O  5.762  -1.309  0.352  -0.271
C  6.738  -0.443  0.706  0.667
C  6.964  -0.357  2.186  -1.059
O  7.374  0.184  -0.094  -0.554
C  -2.452  -1.452  0.257  -1.096
C  -3.883  -1.088  0.665  -0.813
C  -4.098  0.399  0.954  -0.839
C  -3.499  1.309  -0.089  -0.358
N  -3.709  2.739  0.186  0.313
C  -4.337  3.353  1.237  -0.292
C  -4.235  4.722  1.045  -0.932
C  -3.517  4.947  -0.147  -0.262
C  -3.208  3.696  -0.659  -0.764
H  0.815  -5.612  3.901  0.536
H  -1.198  -5.716  0.242  0.380
H  -2.426  -5.569  1.500  0.486
H  -0.930  -2.785  1.620  -0.147
H  -2.933  -3.315  1.722  -0.059
H  -2.893  -3.747  -0.359  -0.110
H  -0.984  -3.151  -1.705  0.336
H  0.061  -4.106  -0.693  0.526
H  0.024  -1.097  -0.901  0.018
H  0.696  -1.941  0.502  0.356
H  1.984  -1.407  -1.996  0.433
H  1.621  -3.119  -2.022  0.414
H  3.794  -2.935  -0.952  -0.184
H  2.592  -3.316  0.279  0.411
H  2.554  -0.532  0.298  0.436
H  3.486  -1.527  1.403  0.240
H  4.608  -0.800  -1.283  0.168
H  4.614  0.415  0.033  0.516
H  7.460  0.570  2.438  0.353
H  6.009  -0.406  2.697  0.304
H  7.564  -1.207  2.495  0.274
H  -2.336  -1.230  -0.805  0.423
H  -1.772  -0.783  0.789  0.322
H  -4.187  -1.673  1.529  0.457
H  -4.552  -1.364  -0.152  0.266
H  -3.738  0.664  1.948  0.354
H  -5.174  0.590  0.966  0.459
H  -2.433  1.157  -0.202  0.390
H  -3.948  1.074  -1.054  0.236
H  -4.794  2.801  2.032  0.389
H  -4.613  5.495  1.690  0.422
H  -3.238  5.873  -0.608  0.521
H  -2.655  3.420  -1.535  0.468
C  -1.571  -7.993  7.062  -0.533
C  -0.365  -8.884  7.350  -0.541
C  0.605  -8.443  6.261  -0.445
O  0.328  -7.068  6.010  -0.342
C  -0.900  -6.695  6.633  -0.430
H  -2.236  -7.862  7.915  0.337
H  -2.152  -8.406  6.235  0.274
H  0.045  -8.655  8.337  0.254
H  -0.586  -9.950  7.312  0.324
H  0.444  -9.006  5.335  0.283
H  1.651  -8.551  6.553  0.262
H  -0.673  -6.061  7.498  0.254
H  -1.497  -6.118  5.927  0.288
C  -4.507  10.419  -0.902  -0.567
C  -5.255  9.781  -2.069  -0.581
C  -4.760  8.341  -2.000  -0.015
O  -4.495  8.074  -0.625  -0.365
C  -4.515  9.289  0.120  -0.453
H  -4.970  11.331  -0.527  0.359
H  -3.482  10.653  -1.197  0.259
H  -6.332  9.819  -1.889  0.274
H  -5.054  10.251  -3.031  0.334
H  -3.829  8.209  -2.565  -0.110
H  -5.491  7.621  -2.369  0.279
H  -5.426  9.310  0.729  0.279
H  -3.652  9.313  0.788  0.261
C  8.153  -4.058  -3.731  -0.563
C  7.869  -3.861  -2.244  -0.614
C  6.608  -3.010  -2.280  0.252
O  5.903  -3.388  -3.469  -0.406
C  6.745  -4.186  -4.298  -0.496
H  8.776  -4.924  -3.950  0.356
H  8.644  -3.171  -4.138  0.256
H  7.661  -4.824  -1.772  0.331
H  8.683  -3.384  -1.700  0.343
H  6.849  -1.944  -2.342  0.105
H  5.969  -3.166  -1.415  -0.108
H  6.394  -5.224  -4.256  0.288
H  6.668  -3.837  -5.329  0.265
C  -2.174  6.252  -5.296  -0.542
C  -0.734  6.292  -4.792  -0.574
C  -0.937  6.502  -3.297  -0.464
O  -2.170  5.865  -2.966  -0.225
C  -2.877  5.523  -4.158  -0.438
H  -2.292  5.750  -6.255  0.344
H  -2.565  7.268  -5.392  0.252
H  -0.247  5.331  -4.974  0.302
H  -0.128  7.072  -5.250  0.321
H  -1.019  7.568  -3.053  0.257
H  -0.138  6.070  -2.694  0.263
H  -2.830  4.437  -4.292  0.339
H  -3.923  5.811  -4.047  0.225

Which of these has the highest total charge?
C35H64F9O19S3V2